1.
{
  "formula": "C12H24B2O4",
  "method": "wB97M-V/def2-TZVPD",
  "homo_lumo_gap_ev": 10.698,
  "mol_weight_g_mol": 253.944,
  "smiles": "CC1(C)OB(B2OC(C)(C)C(C)(C)O2)OC1(C)C",
  "homo_energy_ev": -9.961,
  "multiplicity": 1,
  "symbols": ["C", "C", "C", "O", "B", "B", "O", "C", "C", "C", "C", "C", "C", "O", "O", "C", "C", "C", "H", "H", "H", "H", "H", "H", "H", "H", "H", "H", "H", "H", "H", "H", "H", "H", "H", "H", "H", "H", "H", "H", "H", "H"],
  "coordinates": [[1.21107, 3.59075, -1.88851], [1.21712, 2.51564, -0.79941], [1.16752, 3.18145, 0.60152], [0.10866, 1.62657, -0.96619], [0.59318, 0.40808, -0.47097], [-0.48013, -0.76390, 0.03747], [-0.82586, -0.67877, 1.40846], [-1.95880, -1.58904, 1.41687], [-2.00749, -2.29992, 2.79232], [-3.19699, -0.70194, 1.30662], [-1.69685, -2.56039, 0.20123], [-0.84518, -3.78770, 0.58842], [-2.92598, -3.03759, -0.52258], [-0.94235, -1.79753, -0.74883], [1.96549, 0.24570, -0.33225], [2.44131, 1.46992, -0.92835], [2.80179, 1.24495, -2.39569], [3.68646, 2.01281, -0.26541], [2.00083, 4.33628, -1.77468], [0.24051, 4.10166, -1.81951], [1.28561, 3.16934, -2.89244], [2.05388, 3.78286, 0.73878], [0.28430, 3.79911, 0.75331], [1.14746, 2.38485, 1.33870], [-2.60562, -3.22163, 2.75749], [-2.37924, -1.63586, 3.56173], [-0.99058, -2.61212, 3.05517], [-3.27003, -0.25436, 0.29330], [-4.10203, -1.21902, 1.54371], [-3.11397, 0.15048, 1.99462], [-0.41453, -4.25864, -0.27213], [-1.46681, -4.52156, 1.07908], [0.00711, -3.49043, 1.19759], [-3.60980, -3.53187, 0.18183], [-3.48575, -2.21227, -0.95456], [-2.58714, -3.74087, -1.28492], [1.93235, 0.99036, -3.00529], [3.29919, 2.11817, -2.80687], [3.49100, 0.41753, -2.44898], [4.57617, 1.40251, -0.52917], [3.56076, 1.91664, 0.83503], [3.83340, 3.04971, -0.57653]]
}

=====

2.
{
  "formula": "C12H24Br12",
  "method": "wB97M-V/def2-TZVPD",
  "homo_lumo_gap_ev": 9.810,
  "mol_weight_g_mol": 1127.172,
  "smiles": "BrCCBr.BrCCBr.BrCCBr.BrCCBr.BrCCBr.BrCCBr",
  "homo_energy_ev": -9.762,
  "multiplicity": 1,
  "de_lowest_kcal_mol": 41.9,
  "symbols": ["Br", "C", "C", "Br", "H", "H", "H", "H", "Br", "C", "C", "Br", "H", "H", "H", "H", "Br", "C", "C", "Br", "H", "H", "H", "H", "Br", "C", "C", "Br", "H", "H", "H", "H", "Br", "C", "C", "Br", "H", "H", "H", "H", "Br", "C", "C", "Br", "H", "H", "H", "H"],
  "coordinates": [[1.52017, 4.66822, 4.18834], [0.17742, 3.55190, 3.14520], [-1.20493, 3.99069, 3.45516], [-2.23769, 2.82781, 2.20956], [0.30940, 2.53720, 3.52078], [0.37514, 3.52146, 2.07372], [-1.32878, 5.04932, 3.22698], [-1.60059, 3.82825, 4.45775], [-0.55592, -2.81197, 1.61122], [-1.21124, -4.53118, 0.78262], [-0.63169, -4.82193, -0.60252], [-1.32593, -3.57115, -1.94562], [-2.29510, -4.56136, 0.89413], [-0.80543, -5.19854, 1.54292], [-0.84822, -5.78562, -1.06350], [0.43773, -4.61821, -0.54824], [2.57427, -1.09787, -4.85547], [0.95961, -2.40026, -4.97521], [-0.24891, -1.53293, -4.69817], [-0.74299, -0.66790, -6.41944], [1.18366, -3.20598, -4.27612], [0.84860, -2.94464, -5.91298], [0.01579, -0.73627, -4.00292], [-1.14524, -2.07012, -4.38817], [1.84027, -0.00298, 3.51887], [3.63847, -0.03064, 4.38008], [4.72442, 0.33936, 3.30953], [4.43370, -0.59767, 1.56067], [3.89358, -1.01923, 4.76177], [3.45616, 0.65808, 5.20503], [5.71578, 0.06963, 3.67362], [4.70646, 1.40851, 3.09814], [0.59211, 3.16785, -0.69216], [1.51850, 1.60742, 0.08378], [0.64644, 0.29521, 0.01837], [1.01592, -0.60735, -1.69942], [1.75952, 1.93305, 1.09570], [2.48973, 1.58180, -0.41034], [-0.39014, 0.59656, 0.16929], [0.90514, -0.33565, 0.86877], [-3.94187, -0.65092, -0.94343], [-3.51658, 1.04032, -1.82998], [-4.80799, 1.90327, -2.18986], [-4.39538, 3.46886, -3.32476], [-2.96297, 0.77687, -2.73121], [-2.74294, 1.54492, -1.25123], [-5.39833, 2.25784, -1.34494], [-5.39917, 1.17593, -2.74628]]
}

=====

3.
{
  "formula": "C12H24ClCoIO8",
  "method": "wB97M-V/def2-TZVPD",
  "homo_lumo_gap_ev": [7.641, 7.635],
  "mol_weight_g_mol": 517.606,
  "homo_energy_ev": [-7.461, -7.456],
  "multiplicity": 4,
  "s2": 3.755,
  "de_lowest_kcal_mol": 0.0,
  "symbols": ["Co", "I", "Cl", "C", "O", "C", "O", "O", "C", "H", "H", "H", "H", "H", "H", "C", "O", "C", "O", "O", "C", "H", "H", "H", "H", "H", "H", "C", "C", "O", "C", "H", "H", "H", "H", "H", "H", "C", "C", "O", "C", "H", "H", "H", "H", "H", "H"],
  "coordinates": [[-27.09497, -4.17028, 31.26461], [-25.81624, -5.75459, 32.99967], [-27.86854, -5.51132, 29.47878], [-32.45273, -3.91473, 32.77197], [-31.15090, -3.88584, 32.18654], [-30.08654, -4.27585, 32.87339], [-28.98209, -4.26034, 32.42017], [-30.38100, -4.65340, 34.11739], [-29.32406, -5.23590, 34.87233], [-32.63812, -4.86417, 33.26845], [-33.16046, -3.77163, 31.96302], [-32.56393, -3.10523, 33.49505], [-29.19692, -4.68730, 35.80463], [-28.37259, -5.25360, 34.33571], [-29.56358, -6.27295, 35.11013], [-25.52719, -3.62109, 27.58152], [-24.85895, -2.51528, 28.17870], [-24.96716, -2.45793, 29.47998], [-25.61970, -3.23642, 30.13550], [-24.24788, -1.45324, 29.94708], [-24.25072, -1.27293, 31.35483], [-24.96349, -4.53883, 27.74520], [-25.60417, -3.43544, 26.51456], [-26.52871, -3.76101, 27.99079], [-25.27223, -1.18233, 31.73242], [-23.74360, -0.34370, 31.57956], [-23.81946, -2.14885, 31.83922], [-28.47828, -0.62282, 28.65236], [-29.02637, -1.84531, 29.33812], [-28.37664, -2.46327, 30.14083], [-30.43914, -2.23423, 29.04555], [-29.18440, 0.19574, 28.86159], [-28.50593, -0.76203, 27.57108], [-27.52619, -0.29988, 29.05997], [-31.03974, -2.32615, 29.94623], [-30.42108, -3.18080, 28.50195], [-30.93110, -1.49371, 28.40664], [-28.62606, -0.75754, 33.19317], [-27.44538, -1.64668, 33.50713], [-27.01465, -2.42609, 32.69206], [-26.76882, -1.48356, 34.83086], [-28.89587, -0.16143, 34.06025], [-29.44449, -1.33986, 32.77284], [-28.29467, -0.08345, 32.39692], [-26.43440, -0.47253, 35.05382], [-25.97428, -2.21894, 34.92691], [-27.53038, -1.72913, 35.58789]]
}

=====

4.
{
  "formula": "C12H24ClGdI2N2OP2",
  "method": "wB97M-V/def2-TZVPD",
  "homo_lumo_gap_ev": [7.142, 4.400],
  "mol_weight_g_mol": 720.796,
  "homo_energy_ev": [-14.096, -14.097],
  "multiplicity": 8,
  "charge": 2,
  "s2": 16.045,
  "symbols": ["I", "I", "Gd", "P", "C", "C", "H", "H", "H", "H", "H", "H", "C", "H", "H", "H", "P", "C", "C", "H", "H", "H", "C", "H", "H", "H", "H", "H", "H", "Cl", "N", "C", "O", "C", "C", "C", "C", "N", "C", "H", "H", "H", "H", "H", "H"],
  "coordinates": [[3.85136, -3.69909, 0.08322], [2.29669, -5.78481, 0.88201], [-0.57801, -1.02155, 0.02440], [-0.47060, -0.55608, 2.83412], [0.81210, -1.21438, 3.95123], [-0.26139, 1.23710, 3.19455], [-0.33691, 1.36526, 4.28401], [-1.71955, -0.39608, 4.88655], [-1.04553, 1.81952, 2.69355], [-2.82335, -0.46582, 3.46578], [1.80739, -0.98506, 3.55397], [0.71988, 1.58508, 2.84737], [-1.91886, -0.87674, 3.92255], [0.67894, -0.73945, 4.93652], [-2.04313, -1.95613, 4.06392], [0.70523, -2.30179, 4.04570], [-1.31353, -2.00775, -2.54226], [-0.37716, -3.27968, -3.44954], [-2.99621, -2.70290, -2.83484], [-2.14690, 0.03235, -3.60739], [-1.60144, -1.19255, -4.80209], [-0.39518, -0.19075, -3.90167], [-1.36529, -0.70555, -3.84109], [-3.74702, -2.04353, -2.39149], [-3.13968, -2.78236, -3.91905], [-0.79349, -3.34267, -4.46950], [-0.47677, -4.25128, -2.94423], [-3.06723, -3.69449, -2.37509], [0.68522, -3.00429, -3.49335], [-3.00362, -0.45462, 0.22955], [3.72030, 4.20820, 0.40791], [3.30051, 2.91122, 0.40443], [3.98550, 2.00499, 0.87506], [1.97130, 2.68405, -0.25669], [1.17396, 3.67352, -0.86038], [-0.12018, 3.33433, -1.24084], [-0.59443, 2.03552, -1.03861], [0.23287, 1.03391, -0.59978], [1.51608, 1.36947, -0.23176], [4.55824, 4.41376, 0.93764], [3.04353, 4.93788, 0.23337], [1.52915, 4.68465, -1.06602], [-0.78715, 4.06257, -1.70448], [-1.62473, 1.71948, -1.24354], [2.15909, 0.53653, 0.05631]]
}